{
  "formula": "C4H12ClNSi",
  "method": "ωB97M-V/def2-TZVPD",
  "smiles": "C/N=[SiH]\\C(C)C.Cl",
  "homo_ev": -9.09,
  "max_force_ha_per_bohr": 0.0578,
  "spin_multiplicity": 1,
  "orbital_gap_ha": 0.336,
  "e_tot_ev": -26231.14795,
  "elements": ["C", "C", "C", "C", "N", "Si", "Cl", "H", "H", "H", "H", "H", "H", "H", "H", "H", "H", "H", "H"],
  "positions_angstrom": [[1.05974, 0.96029, -1.36668], [-1.19764, 2.21755, -0.94033], [0.09400, -2.75879, 0.46158], [-0.45528, 0.85824, -1.01938], [-0.10730, -1.58117, 1.25511], [-0.48343, -0.07771, 0.68842], [1.47018, -0.52443, 3.70706], [1.20300, 1.23837, -2.40200], [1.48825, 1.73877, -0.74116], [1.48376, -0.04208, -1.25042], [-0.75107, 2.87284, -0.13391], [-2.21440, 2.17929, -0.51258], [-1.07636, 2.79334, -1.86251], [-0.54031, -3.59778, 0.84710], [0.01384, -2.77282, -0.63274], [1.07330, -3.05170, 0.87439], [-1.07537, 0.22693, -1.72861], [0.78739, -1.38083, 2.82179], [-0.77231, 0.70170, 1.93486]],
  "nbo_charge": [-0.6202, -0.6276, -0.4362, -0.6482, -1.1034, 1.5467, -0.4083, 0.2190, 0.2191, 0.2209, 0.2085, 0.2250, 0.2234, 0.1929, 0.1771, 0.2012, 0.2387, 0.3469, -0.1754]
}



{
  "formula": "C4H12ClO2",
  "method": "ωB97M-V/def2-TZVPD",
  "homo_ev": -3.82,
  "max_force_ha_per_bohr": 0.0431,
  "charge": -1,
  "spin_multiplicity": 1,
  "orbital_gap_ha": 0.261,
  "e_tot_ev": -20961.31295,
  "elements": ["Cl", "C", "C", "O", "H", "H", "H", "H", "H", "H", "C", "C", "O", "H", "H", "H", "H", "H", "H"],
  "positions_angstrom": [[1.35602, 2.07961, -1.65163], [3.60188, -2.54775, 0.74436], [4.75511, -2.13975, -0.17412], [4.35863, -1.75670, -1.41704], [3.03735, -1.62917, 0.90438], [4.04746, -2.91319, 1.66958], [3.05036, -3.38109, 0.30906], [5.40741, -2.99971, -0.32601], [5.40290, -1.36338, 0.23298], [3.85073, -0.94493, -1.34872], [-5.33702, 2.14014, 0.44255], [-3.99929, 1.84354, -0.25770], [-2.91686, 1.36899, 0.58104], [-5.65179, 1.27737, 1.02960], [-6.02536, 2.53829, -0.30295], [-5.07286, 2.90875, 1.16887], [-3.61356, 2.72377, -0.77200], [-4.15858, 1.10345, -1.04192], [-2.09253, 1.69173, 0.20967]],
  "nbo_charge": [-0.9984, -0.6358, -0.0438, -0.7199, 0.2195, 0.1934, 0.2075, 0.1472, 0.1449, 0.4861, -0.6352, -0.0537, -0.7444, 0.2089, 0.2096, 0.2052, 0.1646, 0.1485, 0.4958]
}



{
  "formula": "C4H12F18NOP3Ti",
  "method": "ωB97M-V/def2-TZVPD",
  "homo_ev": [-5.88, -8.30],
  "max_force_ha_per_bohr": 0.0609,
  "charge": -1,
  "s2": 3.75,
  "spin_multiplicity": 4,
  "orbital_gap_ha": [0.172, 0.260],
  "e_tot_ev": -107789.39671,
  "elements": ["Ti", "C", "C", "C", "O", "C", "N", "H", "H", "H", "H", "H", "H", "H", "H", "H", "H", "H", "H", "P", "F", "F", "F", "F", "F", "F", "P", "F", "F", "F", "F", "F", "F", "P", "F", "F", "F", "F", "F", "F"],
  "positions_angstrom": [[1.18480, 0.78119, -2.52113], [-3.56430, -3.26750, 3.14287], [-3.50076, -2.00276, 4.00883], [-2.37603, -1.08976, 3.76653], [-2.64920, -0.34651, 2.64267], [-1.67415, 0.67466, 2.47874], [-4.83363, -1.28165, 4.04490], [-4.70018, -0.30006, 4.24180], [-5.33407, -1.40758, 3.17668], [-5.39730, -1.67425, 4.78533], [-2.83470, -4.02501, 3.42919], [-3.51551, -2.90413, 2.11640], [-4.48895, -3.84451, 3.15682], [-3.35009, -2.38519, 5.01835], [-1.43261, -1.62956, 3.68474], [-2.18186, -0.42036, 4.60456], [-0.63719, 0.33924, 2.46123], [-1.79289, 1.38398, 3.29780], [-1.53539, 1.04168, 1.46181], [5.40887, 2.85502, -0.48522], [6.04483, 3.99328, -1.47786], [4.02243, 3.67836, -0.44467], [4.76628, 2.16539, -1.85687], [4.82773, 1.66349, 0.46531], [6.71401, 1.92919, -0.47759], [5.95952, 3.61928, 0.73293], [2.24904, -3.82672, -2.24775], [2.14298, -4.82433, -3.49812], [3.47564, -4.81360, -1.56612], [3.38847, -3.00692, -3.09065], [2.39311, -2.77780, -1.02070], [0.92467, -2.91913, -2.77563], [1.11792, -4.68226, -1.36573], [0.19078, 4.16085, -5.71221], [-1.28947, 4.25141, -6.31444], [0.71820, 4.76283, -7.12314], [-0.04121, 5.68803, -5.07502], [1.67513, 4.21637, -5.03649], [-0.48135, 3.58636, -4.26025], [0.40644, 2.63895, -6.36792]],
  "nbo_charge": [0.9940, -0.6472, -0.0607, -0.0926, -0.5494, -0.2935, -0.6593, 0.4478, 0.4467, 0.4362, 0.2657, 0.2422, 0.2257, 0.2193, 0.2233, 0.1762, 0.2030, 0.1782, 0.2374, 2.6068, -0.5971, -0.6032, -0.6158, -0.6096, -0.5917, -0.5886, 2.5828, -0.5762, -0.6027, -0.5835, -0.5935, -0.6211, -0.6025, 2.5834, -0.5900, -0.5901, -0.6054, -0.5785, -0.6217, -0.5951]
}



{
  "formula": "C4H12F4NNbO2P",
  "method": "ωB97M-V/def2-TZVPD",
  "homo_ev": -4.13,
  "max_force_ha_per_bohr": 0.0489,
  "charge": -1,
  "spin_multiplicity": 1,
  "orbital_gap_ha": 0.246,
  "e_tot_ev": -31634.50849,
  "elements": ["N", "P", "Nb", "F", "H", "H", "H", "H", "H", "H", "H", "C", "C", "O", "C", "O", "C", "F", "F", "F", "H", "H", "H", "H", "H"],
  "positions_angstrom": [[0.45789, -0.89233, -2.01682], [1.69496, -1.06295, -1.01532], [3.86606, 0.19286, -1.75065], [5.49230, 0.89855, -2.10564], [0.74977, -0.36732, -2.82085], [1.93011, -2.43232, -0.74308], [1.28211, -0.66843, 0.27639], [4.18331, -1.53176, -2.28977], [3.06859, 0.26641, -3.42212], [2.76077, 1.64893, -1.54189], [4.17811, -0.01388, 0.07896], [-3.74979, 0.38875, -0.10550], [-2.48475, -0.41284, 0.09128], [-1.55509, 0.28518, 0.94888], [-1.70913, 0.19154, 2.24231], [-2.55217, -0.37748, 2.86628], [-0.47728, 0.87675, 2.89608], [-0.23176, 2.06054, 2.33129], [0.55599, 0.06782, 2.67378], [-0.64186, 1.05930, 4.20450], [-3.51283, 1.37764, -0.49668], [-4.39534, -0.12267, -0.81898], [-4.29174, 0.50438, 0.83272], [-1.93052, -0.54381, -0.83484], [-2.68770, -1.39285, 0.51967]],
  "nbo_charge": [-1.4040, 0.7027, 1.4919, -0.5682, 0.3598, -0.1032, -0.0936, -0.3077, -0.3543, -0.3118, -0.4033, -0.6349, -0.0963, -0.4601, 0.7033, -0.5745, 0.8963, -0.3093, -0.3020, -0.3124, 0.2141, 0.2147, 0.2099, 0.2566, 0.1860]
}



{
  "formula": "C4H12FN3O",
  "method": "ωB97M-V/def2-TZVPD",
  "homo_ev": -7.72,
  "max_force_ha_per_bohr": 0.0332,
  "spin_multiplicity": 1,
  "orbital_gap_ha": 0.281,
  "e_tot_ev": -13576.02567,
  "elements": ["N", "C", "N", "N", "C", "C", "C", "O", "H", "H", "H", "H", "H", "H", "H", "H", "H", "H", "H", "H", "F"],
  "positions_angstrom": [[-2.24338, -1.25208, 0.25401], [-1.38546, -0.72994, -0.65806], [-1.03834, -1.41965, -1.71399], [-0.96742, 0.56559, -0.49831], [0.48936, 0.78180, -0.45393], [1.11826, 0.37123, 0.88553], [2.22349, 1.30865, 1.32940], [1.80143, 2.65388, 1.47568], [-1.95241, -1.21771, 1.22128], [-2.60603, -2.15763, -0.02931], [-0.75379, -2.38689, -1.69312], [-1.21671, -1.05465, -2.63648], [-1.40872, 0.94954, 0.32926], [0.95872, 0.20963, -1.24299], [0.69557, 1.82167, -0.68073], [0.34822, 0.35910, 1.66034], [1.55341, -0.62027, 0.79367], [3.04572, 1.30735, 0.61817], [2.62386, 0.95552, 2.27983], [0.85468, 2.69064, 1.60313], [-2.14048, -3.13578, -2.84339]],
  "nbo_charge": [-0.7739, 0.6679, -0.7319, -0.5667, -0.2358, -0.4501, -0.0565, -0.7105, 0.3926, 0.4374, 0.4730, 0.4569, 0.3752, 0.2283, 0.2201, 0.1843, 0.2283, 0.1800, 0.1730, 0.4587, -0.9504]
}



{
  "formula": "C4H12IN2",
  "method": "ωB97M-V/def2-TZVPD",
  "homo_ev": -11.98,
  "max_force_ha_per_bohr": 0.0480,
  "charge": 1,
  "spin_multiplicity": 1,
  "orbital_gap_ha": 0.270,
  "e_tot_ev": -15415.00203,
  "elements": ["C", "C", "C", "C", "N", "N", "I", "H", "H", "H", "H", "H", "H", "H", "H", "H", "H", "H", "H"],
  "positions_angstrom": [[-0.24881, -2.08146, -1.45051], [-1.30752, -0.02035, -0.52827], [2.41979, 1.27706, 1.51678], [-0.05122, -0.76823, -0.74605], [1.04469, -0.36908, -0.21523], [3.02513, 1.99864, 0.68016], [-5.98974, 0.76883, 0.73692], [-1.24557, -2.57942, -1.37183], [-0.14480, -1.99518, -2.57056], [0.51968, -2.72701, -1.14474], [-1.12013, 0.97928, -0.02956], [-1.87335, -0.11458, -1.44962], [-2.03914, -0.46744, 0.14208], [2.91319, 0.32051, 1.73468], [1.50059, 1.50866, 2.09650], [1.75015, -1.03932, -0.18922], [2.83061, 3.00320, 0.36179], [3.76626, 1.44679, 0.19574], [-5.74982, 0.85912, 2.23093]],
  "nbo_charge": [-0.7078, -0.6951, 0.1722, 0.3882, -0.7303, -0.6146, -0.0863, 0.2492, 0.2548, 0.2254, 0.2278, 0.2438, 0.2611, 0.2242, 0.2544, 0.3374, 0.4666, 0.4415, 0.0873]
}